Model A:
This record from the Open Molecules 2025 dataset describes a cluster of 2 separate species, CH8N2S2 in total. The level of theory is ωB97M-V/def2-TZVPD.

Positions of all 13 atoms, in Å:
N -0.809 -0.862 0.537
C -1.237 -0.523 -0.840
N -0.942 0.830 -1.214
H -1.350 -0.315 1.199
H -1.052 -1.829 0.732
H -2.302 -0.706 -0.984
H -0.692 -1.194 -1.509
H 0.055 1.018 -1.150
H -1.402 1.491 -0.597
S 2.616 -0.393 0.312
S 2.560 1.629 0.777
H 1.380 -0.684 0.771
H 3.174 1.539 1.966

Summary:
**HOMO energy**: -9.3 eV
**Spin multiplicity**: 1

***

Model B:
This record from the Open Molecules 2025 dataset describes a cluster of 2 separate species, CH8N2S2 in total. The level of theory is ωB97M-V/def2-TZVPD.

Positions of all 13 atoms, in Å:
N 0.153 1.194 0.005
C -0.939 0.731 -0.946
N -0.657 -0.604 -1.394
H -0.183 1.055 0.923
H 0.498 2.179 -0.088
H -1.132 1.260 -1.834
H -1.743 0.711 -0.240
H -0.387 -1.234 -0.627
H 0.203 -0.592 -1.981
S 0.274 -0.904 2.328
S 2.176 -1.427 1.478
H -0.313 -1.939 1.708
H 2.050 -0.431 0.669

Summary:
**HOMO energy**: -9.3 eV
**Spin multiplicity**: 1

***

Top of the stability list: model A, leading by 0.0276 hartree.

***

Model A:
This record from the Open Molecules 2025 dataset describes a cluster of 2 separate species, C2H6N2Si in total. The level of theory is ωB97M-V/def2-TZVPD.

Positions of all 11 atoms, in Å:
C 1.599 1.115 -0.013
C 2.157 0.059 -0.123
N -1.169 0.960 0.290
N -0.971 -1.628 -0.167
Si -0.615 -0.136 -0.991
H 0.995 1.970 -0.023
H 2.738 -0.728 -0.399
H -0.636 0.568 1.052
H -1.393 1.921 0.317
H -0.756 -2.578 -0.174
H -1.949 -1.524 0.231

Summary:
**HOMO energy**: -7.6 eV
**Spin multiplicity**: 1

***

Model B:
This record from the Open Molecules 2025 dataset describes a structure of composition C2H6N2Si. The level of theory is ωB97M-V/def2-TZVPD.

Positions of all 11 atoms, in Å:
C -1.613 -0.022 -0.421
C -0.202 -0.654 -0.740
N -1.834 0.720 0.566
N 0.881 0.011 -0.026
Si 0.376 0.914 1.331
H -2.474 -0.161 -0.978
H -0.313 -1.594 -0.299
H -0.030 -0.852 -1.718
H 1.631 0.314 -0.701
H 1.205 2.026 1.337
H -0.047 0.154 2.485

Summary:
**HOMO energy**: -8.2 eV
**Spin multiplicity**: 1

***

Top of the stability list: model B, leading by 0.0142 hartree.

***

Model A:
This record from the Open Molecules 2025 dataset describes a cluster of 6 separate species, H13O6 in total. The level of theory is ωB97M-V/def2-TZVPD.

Positions of all 19 atoms, in Å:
O 1.580 0.289 -0.931
H 1.702 -0.674 -0.948
H 2.366 0.504 -0.408
O 2.971 -3.642 -0.896
H 3.875 -3.843 -1.171
H 2.782 -4.389 -0.303
O -0.299 -1.461 1.250
H 0.248 -2.125 1.686
H -1.201 -1.808 1.251
O 0.166 2.170 2.413
H 0.823 2.762 2.020
H -0.156 2.669 3.172
O -3.830 2.158 -2.444
H -4.668 2.605 -2.600
H -3.575 1.726 -3.272
O -0.861 0.795 0.130
H -1.249 1.374 0.808
H 0.011 1.013 -0.286
H -0.685 -0.124 0.528

Summary:
**Net charge**: +1
**HOMO energy**: -14.0 eV
**Spin multiplicity**: 1

***

Model B:
This record from the Open Molecules 2025 dataset describes a cluster of 6 separate species, H13O6 in total. The level of theory is ωB97M-V/def2-TZVPD.

Positions of all 19 atoms, in Å:
O 3.331 1.422 -0.201
H 3.315 0.823 -0.979
H 3.543 0.919 0.567
O -1.879 -5.601 -1.515
H -1.463 -4.817 -1.083
H -2.257 -6.103 -0.808
O -0.359 2.875 2.452
H -1.244 3.036 2.503
H 0.085 3.427 3.076
O 0.213 -1.022 -0.287
H -0.565 -1.348 0.238
H -0.101 -1.304 -1.191
O -2.408 0.569 -1.399
H -3.135 0.174 -1.729
H -1.979 1.267 -1.917
O 1.160 1.670 0.805
H 0.642 0.928 0.484
H 2.121 1.539 0.390
H 0.580 2.164 1.604

Summary:
**Net charge**: +1
**HOMO energy**: -13.6 eV
**Spin multiplicity**: 1

***

Top of the stability list: model A, leading by 0.0236 hartree.

***

Model A:
This record from the Open Molecules 2025 dataset describes an isolated molecule of CH4IP. The level of theory is ωB97M-V/def2-TZVPD.

Positions of all 7 atoms, in Å:
C 0.318 0.240 0.106
P -1.152 0.910 -0.831
I -0.454 0.306 -3.101
H 0.203 -0.796 0.127
H 0.238 0.671 1.087
H 1.261 0.520 -0.575
H -2.040 -0.432 -0.422

Summary:
**HOMO energy**: -9.1 eV
**Spin multiplicity**: 1

***

Model B:
This record from the Open Molecules 2025 dataset describes a structure of composition CH4IP. The level of theory is ωB97M-V/def2-TZVPD.

Positions of all 7 atoms, in Å:
C -0.852 -0.333 0.034
P 0.090 1.178 0.133
I -2.955 -0.019 0.084
H -0.350 -1.110 -0.523
H 0.035 -1.078 1.836
H 1.058 0.460 -0.583
H -0.202 1.659 -1.111

Summary:
**HOMO energy (alpha / beta)**: -8.8 / -9.7 eV
**Spin multiplicity**: 1

***

Top of the stability list: model A, leading by 0.1634 hartree.